# 1
Density functional theory data (the ωB97M-V functional and the def2-TZVPD basis) for one molecule with the formula C3H2N2OS.

Output
- HOMO (eV) = -8.81
- ΔE to the lowest compared entry with this formula, charge and spin (eV) = 0.551
- total energy (eV) = -19005.0016
- orbital gap (Ha) = 0.3015
- F_max (eV/A) = 0.602
- E_LUMO (eV) = -0.6
- SMILES string = S=c1ncocn1

XYZ file:
```
9
C3H2N2OS the ωB97M-V functional and the def2-TZVPD basis
C -0.609 -0.004 0.003
C 1.384 -1.145 -0.005
C 1.389 1.143 -0.005
H 2.025 -2.027 -0.008
H 1.993 2.039 -0.002
N 0.122 -1.214 -0.001
N 0.125 1.216 -0.002
O 2.120 0.001 0.008
S -2.231 0.001 0.001
```

# 2
Density functional theory data (the ωB97M-V functional and the def2-TZVPD basis) for C5H21AgMnN8O9 as an isolated structure.

Output
- HOMO (alpha / beta) (eV) = -20.19 / -20.19
- 2S+1 = 8
- expectation value of S² = 15.78
- total energy (eV) = -71150.0071
- orbital gap (alpha / beta) (Ha) = 0.2428 / 0.1220
- F_max (eV/A) = 13.557
- charge = +4
- E_LUMO (alpha / beta) (eV) = -13.6 / -16.9

XYZ file:
```
45
C5H21AgMnN8O9 the ωB97M-V functional and the def2-TZVPD basis
Mn 1.726 4.074 -0.209
Ag 3.816 0.287 2.289
O 0.560 -0.179 -0.425
C 1.389 0.848 -0.053
O 1.183 2.030 -0.418
O 2.398 0.585 0.564
H 1.220 -0.857 -0.264
O 2.857 -1.780 2.608
H 2.550 -2.272 3.369
H 2.225 -1.984 1.918
O -0.542 1.849 -2.622
H -0.219 1.824 -1.722
H 0.227 2.075 -3.146
C -2.740 0.545 0.139
O -2.391 1.602 -0.191
N -1.995 -0.516 0.447
N -3.969 0.104 0.212
H -2.541 -1.321 0.719
H -1.060 -0.577 0.070
H -4.327 -0.833 0.326
H -4.667 0.779 -0.067
C -0.752 4.291 2.048
O 0.135 4.218 1.224
N -1.781 3.468 2.088
N -0.833 4.965 3.117
H -1.895 2.994 1.204
H -2.630 3.811 2.514
H -0.131 5.690 3.159
H -1.438 4.701 3.882
C 2.644 -3.247 -0.073
O 1.814 -2.565 0.293
N 3.645 -2.723 -0.712
N 2.726 -4.510 0.086
H 4.360 -3.363 -1.028
H 3.768 -1.767 -1.015
H 3.540 -4.933 -0.336
H 2.051 -5.086 0.569
C -1.565 -1.940 -2.751
O -2.214 -2.921 -3.069
N -2.022 -0.757 -3.020
N -0.471 -1.989 -2.031
H -2.941 -0.782 -3.439
H -1.591 0.137 -2.836
H -0.188 -1.146 -1.552
H 0.068 -2.828 -1.870
```

# 3
Density functional theory data (the ωB97M-V functional and the def2-TZVPD basis) for C4H6CuO2 as an isolated structure.

Output
- HOMO (alpha / beta) (eV) = -18.69 / -18.71
- 2S+1 = 2
- ΔE to the lowest compared entry with this formula, charge and spin (eV) = 0.303
- expectation value of S² = 0.76
- total energy (eV) = -52956.4858
- orbital gap (alpha / beta) (Ha) = 0.3532 / 0.2239
- F_max (eV/A) = 7.848
- charge = +2
- E_LUMO (alpha / beta) (eV) = -9.1 / -12.6

XYZ file:
```
13
C4H6CuO2 the ωB97M-V functional and the def2-TZVPD basis
C -1.345 -0.892 0.434
C -0.039 -0.630 -0.210
H 0.298 -1.522 -0.752
H 0.027 0.573 -0.459
O -3.554 -0.094 0.880
C -2.288 0.075 0.527
H -1.584 -1.915 0.736
H -4.007 -0.735 0.315
H -2.079 1.107 0.236
C 0.984 -0.172 0.745
O 2.077 -0.790 0.882
Cu 3.360 -0.967 1.899
H 0.923 0.831 1.201
```

# 4
Density functional theory data (the ωB97M-V functional and the def2-TZVPD basis) for a 7-piece molecular cluster, C21H56O21S7 overall.

Output
- HOMO (eV) = -10.74
- ΔE to the lowest compared entry with this formula, charge and spin (eV) = 2.378
- total energy (eV) = -141524.3457
- orbital gap (Ha) = 0.3912
- F_max (eV/A) = 3.519
- E_LUMO (eV) = -0.1
- SMILES string = CCOS(C)(=O)=O.CCOS(C)(=O)=O.CCOS(C)(=O)=O.CCOS(C)(=O)=O.CCOS(C)(=O)=O.CCOS(C)(=O)=O.CCOS(C)(=O)=O

XYZ file:
```
105
C21H56O21S7 the ωB97M-V functional and the def2-TZVPD basis
O -3.184 1.090 -0.558
S -2.580 1.137 0.748
O -3.228 0.581 1.898
O -1.002 0.751 0.631
C -0.330 0.851 -0.623
C 1.034 0.225 -0.642
C -2.401 2.938 1.102
H -0.224 1.928 -0.786
H -0.881 0.336 -1.413
H 1.051 -0.839 -0.372
H 1.652 0.570 0.199
H 1.540 0.338 -1.595
H -2.139 3.390 0.149
H -1.599 3.175 1.800
H -3.368 3.207 1.514
O -8.110 -3.519 4.247
S -7.608 -2.183 4.200
O -6.560 -1.819 5.114
O -7.049 -1.898 2.724
C -6.225 -0.719 2.497
C -6.166 -0.468 0.990
C -9.001 -1.028 4.166
H -5.221 -1.048 2.751
H -6.597 0.095 3.111
H -5.799 0.530 0.756
H -7.094 -0.608 0.434
H -5.482 -1.188 0.546
H -8.558 -0.052 3.959
H -9.545 -0.968 5.102
H -9.581 -1.274 3.281
O -6.315 -5.308 0.872
S -6.291 -4.735 -0.452
O -7.483 -4.204 -1.088
O -5.179 -3.560 -0.447
C -3.915 -3.900 0.148
C -3.017 -2.680 -0.055
C -5.596 -5.894 -1.653
H -3.392 -4.693 -0.391
H -4.021 -4.157 1.198
H -3.402 -1.682 0.163
H -2.658 -2.543 -1.077
H -2.155 -2.800 0.607
H -4.963 -5.286 -2.293
H -6.397 -6.465 -2.108
H -4.963 -6.606 -1.122
O 2.880 3.280 5.248
S 1.518 2.902 5.016
O 0.567 3.725 4.289
O 1.575 1.522 4.210
C 0.296 0.991 3.825
C 0.478 -0.430 3.346
C 0.761 2.500 6.606
H -0.084 1.543 2.964
H -0.475 1.088 4.590
H 0.709 -1.176 4.109
H 1.328 -0.449 2.660
H -0.388 -0.798 2.798
H 1.223 1.590 6.991
H -0.316 2.410 6.554
H 1.151 3.282 7.257
O 0.275 -1.095 -5.247
S 0.552 0.298 -5.046
O 0.050 1.020 -3.913
O 2.172 0.449 -5.074
C 2.724 1.769 -4.975
C 3.729 1.733 -3.837
C 0.081 1.242 -6.492
H 1.950 2.496 -4.732
H 3.271 1.995 -5.892
H 4.520 0.989 -3.938
H 3.231 1.622 -2.875
H 4.363 2.627 -3.804
H 0.539 0.797 -7.380
H 0.438 2.266 -6.438
H -0.978 1.198 -6.739
O 7.593 -4.225 -0.638
S 6.658 -4.200 -1.720
O 5.721 -5.280 -1.965
O 5.781 -2.859 -1.563
C 4.710 -2.666 -2.467
C 4.071 -1.313 -2.150
C 7.546 -3.828 -3.201
H 3.955 -3.450 -2.526
H 5.035 -2.570 -3.510
H 3.264 -1.037 -2.827
H 4.811 -0.561 -2.448
H 3.885 -1.172 -1.088
H 6.847 -3.718 -4.032
H 8.232 -4.581 -3.577
H 7.991 -2.863 -2.964
O 4.683 6.929 0.262
S 5.315 5.646 0.154
O 6.437 5.267 0.999
O 4.107 4.560 0.307
C 4.379 3.265 0.894
C 3.179 2.878 1.733
C 5.763 5.328 -1.551
H 5.306 3.241 1.464
H 4.454 2.592 0.035
H 2.276 3.068 1.153
H 3.128 3.450 2.655
H 3.305 1.818 1.960
H 5.060 5.947 -2.110
H 5.595 4.287 -1.811
H 6.775 5.647 -1.781
```

# 5
Density functional theory data (the ωB97M-V functional and the def2-TZVPD basis) for C2HNO2S as an isolated structure.

Output
- HOMO (alpha / beta) (eV) = -9.42 / -8.77
- ΔE to the lowest compared entry with this formula, charge and spin (eV) = 5.027
- total energy (eV) = -18505.7918
- orbital gap (alpha / beta) (Ha) = 0.3141 / 0.2540
- F_max (eV/A) = 1.980
- E_LUMO (alpha / beta) (eV) = -0.9 / -1.9

XYZ file:
```
7
C2HNO2S the ωB97M-V functional and the def2-TZVPD basis
C -1.683 -0.685 -1.911
C -1.997 -1.934 -1.671
N 0.232 -0.350 0.621
O -1.289 0.382 -2.219
O -2.602 -2.933 -1.620
S -0.803 -1.411 0.133
H 0.355 0.412 -0.096
```

# 6
Density functional theory data (the ωB97M-V functional and the def2-TZVPD basis) for one molecule with the formula C5H7N.

Output
- HOMO (eV) = -10.65
- ΔE to the lowest compared entry with this formula, charge and spin (eV) = 2.063
- total energy (eV) = -6786.4497
- orbital gap (Ha) = 0.4253
- F_max (eV/A) = 4.074
- E_LUMO (eV) = 0.9
- SMILES string = N#CCC1CC1

XYZ file:
```
13
C5H7N the ωB97M-V functional and the def2-TZVPD basis
N -0.891 0.730 2.386
C -0.806 0.063 1.446
C -0.928 -0.955 0.401
C 0.046 -0.578 -0.695
C 1.392 -0.014 -0.354
C 0.231 0.939 -0.621
H -1.976 -0.860 0.081
H -0.820 -1.903 0.935
H -0.049 -1.132 -1.634
H 2.182 -0.104 -1.108
H 1.779 -0.093 0.656
H -0.303 1.524 0.336
H 0.296 1.472 -1.568
```

# 7
Density functional theory data (the ωB97M-V functional and the def2-TZVPD basis) for C14H31N4O6Tl as an isolated structure.

Output
- HOMO (eV) = -14.92
- ΔE to the lowest compared entry with this formula, charge and spin (eV) = 0.000
- total energy (eV) = -37942.8860
- orbital gap (Ha) = 0.1198
- F_max (eV/A) = 2.376
- charge = +2
- E_LUMO (eV) = -11.7

XYZ file:
```
56
C14H31N4O6Tl the ωB97M-V functional and the def2-TZVPD basis
Tl -0.882 1.057 0.257
C 2.200 1.399 -3.343
C 1.236 1.152 -2.162
O 1.780 0.972 -1.050
O 0.022 1.186 -2.382
H 3.117 1.917 -3.092
H 1.687 1.889 -4.164
H 2.457 0.391 -3.682
C -3.665 -2.734 1.233
C -2.425 -2.171 1.891
O -2.168 -0.962 1.790
N -1.576 -3.043 2.456
C -0.328 -2.649 3.071
H -4.509 -2.260 1.733
H -3.706 -3.817 1.318
H -3.685 -2.432 0.189
H -1.930 -3.980 2.562
H 0.470 -2.545 2.335
H -0.027 -3.383 3.813
H -0.517 -1.699 3.566
C -3.012 1.886 -3.952
C -2.677 2.771 -2.802
O -2.512 2.348 -1.656
N -2.626 4.099 -3.056
C -2.486 5.073 -2.016
H -3.290 0.879 -3.648
H -2.210 1.766 -4.684
H -3.877 2.215 -4.534
H -2.427 4.311 -4.022
H -1.539 4.957 -1.470
H -3.260 5.037 -1.250
H -2.442 6.102 -2.367
C -0.094 -3.889 -1.020
C 0.671 -2.678 -0.532
O 0.123 -1.590 -0.360
N 1.988 -2.898 -0.313
C 2.921 -1.834 -0.042
H -0.422 -3.677 -2.039
H -0.970 -3.998 -0.381
H 0.467 -4.818 -1.078
H 2.243 -3.870 -0.243
H 2.655 -1.364 0.912
H 2.898 -1.108 -0.850
H 3.938 -2.208 0.051
C 1.530 0.405 4.447
C 1.838 0.701 3.002
O 1.139 0.247 2.069
N 2.838 1.559 2.781
C 3.217 1.977 1.450
H 2.443 0.487 5.038
H 1.058 -0.548 4.648
H 0.858 1.201 4.777
H 3.429 1.891 3.527
H 4.187 2.468 1.495
H 2.517 2.685 1.002
H 3.339 1.129 0.777
```

# 8
Density functional theory data (the ωB97M-V functional and the def2-TZVPD basis) for one molecule with the formula C2H3NO3.

Output
- HOMO (eV) = -10.14
- ΔE to the lowest compared entry with this formula, charge and spin (eV) = 3.601
- total energy (eV) = -9752.4889
- orbital gap (Ha) = 0.3545
- F_max (eV/A) = 5.899
- E_LUMO (eV) = -0.5
- SMILES string = O=CC(=O)NO

XYZ file:
```
9
C2H3NO3 the ωB97M-V functional and the def2-TZVPD basis
C -0.117 -0.392 0.235
C 0.959 -0.854 -0.794
H -1.384 0.675 1.423
H -0.033 1.403 -0.675
H 1.294 -0.137 -1.520
N -0.234 0.898 0.212
O -1.264 1.455 0.817
O -0.695 -1.068 1.061
O 1.476 -1.980 -0.759
```

> F_max of number 4 (C21H56O21S7)?

3.519 eV/A

Please write out number 5 again, unchanged.
Density functional theory data (the ωB97M-V functional and the def2-TZVPD basis) for C2HNO2S as an isolated structure.

Output
- HOMO (alpha / beta) (eV) = -9.42 / -8.77
- ΔE to the lowest compared entry with this formula, charge and spin (eV) = 5.027
- total energy (eV) = -18505.7918
- orbital gap (alpha / beta) (Ha) = 0.3141 / 0.2540
- F_max (eV/A) = 1.980
- E_LUMO (alpha / beta) (eV) = -0.9 / -1.9

XYZ file:
```
7
C2HNO2S the ωB97M-V functional and the def2-TZVPD basis
C -1.683 -0.685 -1.911
C -1.997 -1.934 -1.671
N 0.232 -0.350 0.621
O -1.289 0.382 -2.219
O -2.602 -2.933 -1.620
S -0.803 -1.411 0.133
H 0.355 0.412 -0.096
```

What did the eighth record say?
Density functional theory data (the ωB97M-V functional and the def2-TZVPD basis) for one molecule with the formula C2H3NO3.

Output
- HOMO (eV) = -10.14
- ΔE to the lowest compared entry with this formula, charge and spin (eV) = 3.601
- total energy (eV) = -9752.4889
- orbital gap (Ha) = 0.3545
- F_max (eV/A) = 5.899
- E_LUMO (eV) = -0.5
- SMILES string = O=CC(=O)NO

XYZ file:
```
9
C2H3NO3 the ωB97M-V functional and the def2-TZVPD basis
C -0.117 -0.392 0.235
C 0.959 -0.854 -0.794
H -1.384 0.675 1.423
H -0.033 1.403 -0.675
H 1.294 -0.137 -1.520
N -0.234 0.898 0.212
O -1.264 1.455 0.817
O -0.695 -1.068 1.061
O 1.476 -1.980 -0.759
```